{
  "formula": "C2H4NP",
  "method": "ωB97M-V with the def2-TZVPD basis set",
  "species": ["C", "C", "N", "P", "H", "H", "H", "H"],
  "xyz": [[-0.0391, -0.4065, -0.3190], [-2.7044, -0.1577, 0.2040], [1.1339, -0.2884, -0.2780], [2.7444, -0.1134, -0.0877], [-3.1929, -1.1083, -0.0868], [-2.9944, 0.6810, -0.4388], [2.4828, 0.1880, 1.2818], [2.5696, 1.2054, -0.2756]],
  "forces_ev_per_angstrom": [[1.120, -0.039, -0.439], [-0.251, -0.055, 1.087], [-4.702, -1.075, -0.664], [1.900, -0.473, 1.412], [0.354, 0.316, -0.410], [0.146, -0.225, -0.460], [0.823, -0.375, 0.142], [0.608, 1.928, -0.668]],
  "lowdin_charge": [-0.009, 0.067, -0.445, 0.764, -0.081, -0.090, -0.078, -0.128],
  "mol_weight_g_mol": 73.0,
  "spin_multiplicity": 1,
  "homo_ev": [-8.6, -8.5],
  "e_tot_ev": -12910.94460,
  "e_lumo_ev": [0.161, 0.057],
  "homo_lumo_gap_ev": [8.7, 8.5]
}